The following is a DFT calculation (wB97M-V/def2-TZVPD) of an isolated molecule of C5H7NO2.

```
15
Properties=species:S:1:pos:R:3
C -0.79009 1.99620 -1.08154
C -0.71913 0.39365 -0.78440
C -1.84820 -0.23866 -1.03002
O -2.75896 -0.83073 -1.46297
C 0.41452 -0.07818 -0.06179
N 0.54273 -1.22011 0.53449
C 1.51784 -1.36947 1.54345
O -0.33941 -2.16254 0.34114
H -0.07276 2.50541 -0.39181
H -1.79866 2.34985 -0.80866
H -0.57950 2.15834 -2.22369
H 1.13644 0.68659 0.27333
H 1.33953 -2.26947 2.06417
H 2.50276 -1.46137 0.96791
H 1.45290 -0.45950 2.12041
```

The largest force on an atom is 3.7 eV/Å. The value obtained for the frontier orbital gap (alpha / beta) is 8.42 / 8.42 eV. As for the charge: 0. Its relative energy (zero: lowest compared OMol25 entry of this formula, charge and spin) is 87.12 kcal per mole.

These are the Mulliken partial charges, in e, on atoms 1 to 2: -1.108, 0.300

---

The following is a DFT calculation (wB97M-V/def2-TZVPD) of an isolated molecule of C21H25N3O.

```
50
Properties=species:S:1:pos:R:3
C -0.29381 -5.33054 -1.25869
C 0.73468 -5.49266 -0.13940
C 1.57134 -4.22839 -0.02950
O 2.66829 -4.11042 -0.53578
N 0.97226 -3.23887 0.66660
C 1.52577 -1.90122 0.77472
C 0.67706 -0.89186 0.07231
C 0.52144 -0.73104 -1.32929
C 1.17547 -1.55168 -2.39052
C -0.34307 0.32064 -1.52360
C -0.83988 0.92046 -2.79125
N -0.73418 0.79910 -0.30032
C -1.59956 1.92318 -0.08288
C -0.90910 3.26250 -0.23077
C 0.46194 3.36530 -0.41658
C 1.05947 4.60920 -0.53522
C 0.29439 5.75961 -0.46837
C -1.07507 5.66307 -0.28257
C -1.67234 4.42205 -0.16503
C -0.10815 0.06792 0.67398
N -0.31236 0.31271 2.03020
C -0.75591 -0.60903 2.93437
C -0.81128 -0.02137 4.16616
C -0.37910 1.31127 4.00912
C -0.07905 1.48711 2.68793
H 0.21235 -5.14366 -2.20266
H -0.96148 -4.49476 -1.05672
H -0.89082 -6.23427 -1.35897
H 0.23425 -5.69692 0.80907
H 1.40206 -6.32247 -0.37231
H 0.03513 -3.37516 1.01032
H 1.62253 -1.63282 1.83245
H 2.52125 -1.95144 0.32582
H 1.90678 -2.22753 -1.95765
H 0.43561 -2.14692 -2.92670
H 1.68100 -0.91312 -3.11394
H -1.91055 0.74870 -2.91604
H -0.32332 0.46770 -3.63204
H -0.66387 1.99620 -2.80941
H -2.01507 1.84772 0.92873
H -2.43411 1.87031 -0.79101
H 1.07043 2.47425 -0.47268
H 2.12765 4.67563 -0.67941
H 0.76186 6.72847 -0.56020
H -1.67873 6.55691 -0.22910
H -2.74069 4.34718 -0.01902
H -1.01272 -1.60311 2.62531
H -1.12362 -0.48782 5.07956
H -0.29946 2.05110 4.78089
H 0.29428 2.34881 2.17007
```

The largest force on an atom is 0.7 eV/Å. The value obtained for the frontier orbital gap is 8.48 eV. As for the charge: 0. Its relative energy (zero: lowest compared OMol25 entry of this formula, charge and spin) is 26.60 kcal per mole.

These are the Mulliken partial charges, in e, on atoms 1 to 2: -1.010, -0.663

---

The following is a DFT calculation (wB97M-V/def2-TZVPD) of a cluster of 8 separate species, C50H94F2IN8O9Si in total.

```
165
Properties=species:S:1:pos:R:3
C 3.34690 2.77905 4.95690
C 2.16466 3.79450 4.69501
C 2.31801 4.38852 3.24006
C 1.86318 3.29098 2.18490
C 2.93314 3.04341 1.01734
C 2.15401 2.83502 -0.34596
C 2.35091 1.35953 -0.96713
C 1.14961 0.41969 -0.70753
C 1.25182 -0.41596 0.50148
O 2.37189 -0.31125 1.31733
C 3.14460 -1.54097 1.04325
C 4.68334 -1.26914 0.88199
N 0.29165 -1.32339 0.88468
C -0.84281 -1.51737 0.09763
C -1.83981 -2.58551 0.61974
C -1.97970 -2.57204 2.21692
C -1.08806 -3.69970 2.88852
O -0.41396 -3.24295 4.07623
C 0.99807 -3.43538 4.00630
C -1.03092 -0.73948 -1.14072
I -2.77639 -1.18786 -2.27983
C -0.05157 0.27407 -1.58644
C -0.11818 1.14716 -2.85875
F 0.10232 2.48801 -2.42957
F -1.31614 1.19915 -3.54423
C 1.02607 0.87236 -3.92453
C 1.58750 -0.60134 -3.93050
Si 3.28917 -0.51601 -4.84733
C 3.90857 -2.33887 -4.85941
C 3.16497 0.22673 -6.58736
C 4.59509 0.42272 -3.78633
C 4.78487 1.88758 -3.84794
C 5.81344 2.58787 -3.05720
C 6.72614 1.86872 -2.14518
C 6.53679 0.40506 -2.07113
C 5.51196 -0.29586 -2.86217
H 3.24589 1.92244 4.23889
H 4.30444 3.35127 4.78510
H 3.30999 2.37048 6.00617
H 1.17654 3.26728 4.84260
H 2.20834 4.65708 5.41121
H 1.63503 5.27505 3.16231
H 3.35448 4.75900 3.00722
H 0.88099 3.64040 1.76098
H 1.66726 2.27950 2.63640
H 3.51599 4.00872 0.94019
H 3.65419 2.22210 1.26194
H 1.05480 3.03959 -0.28060
H 2.57045 3.55979 -1.10503
H 3.28449 0.96617 -0.46963
H 2.61890 1.50424 -2.03985
H 2.79086 -1.96967 0.05784
H 2.96401 -2.34236 1.80821
H 4.92424 -1.18587 -0.21789
H 5.05172 -0.34112 1.38481
H 5.27920 -2.15974 1.23798
H 0.46158 -1.87026 1.73219
H -1.51361 -3.63963 0.36969
H -2.87839 -2.48165 0.22693
H -1.66736 -1.59610 2.67334
H -3.05824 -2.72082 2.50400
H -1.69269 -4.60997 3.17943
H -0.30375 -4.04113 2.15194
H 1.29952 -4.42173 3.56048
H 1.39264 -3.41674 5.06241
H 1.55050 -2.62388 3.45164
H 1.82192 1.66922 -3.84699
H 0.56060 1.04203 -4.94033
H 1.83384 -1.03123 -2.92698
H 0.93088 -1.25136 -4.56801
H 3.03436 -2.98424 -5.15929
H 4.79021 -2.45794 -5.53531
H 4.14461 -2.65773 -3.80494
H 4.22119 0.23781 -7.00068
H 2.82587 1.30123 -6.61913
H 2.58378 -0.42271 -7.29294
H 4.10941 2.44883 -4.54376
H 5.91685 3.69267 -3.14792
H 7.51740 2.39932 -1.55835
H 7.21896 -0.13804 -1.36543
H 5.47676 -1.40186 -2.73920
C -5.34153 -4.80932 0.75317
O -4.59078 -3.86575 0.94781
N -5.98155 -5.50523 1.71534
C -6.86119 -6.61765 1.40901
C -5.78305 -5.12713 3.10355
H -5.55984 -5.17545 -0.26258
H -7.86222 -6.39792 1.78578
H -6.48135 -7.51961 1.89366
H -6.91421 -6.78612 0.33387
H -6.09640 -4.09060 3.24266
H -4.72207 -5.20637 3.35025
H -6.36065 -5.77529 3.76018
C 1.92690 -2.95515 -8.36730
O 2.38678 -2.63039 -7.28489
N 1.72450 -4.22606 -8.77763
C 1.17267 -4.53867 -10.08211
C 2.07166 -5.31435 -7.88114
H 1.63152 -2.20573 -9.12048
H 0.24611 -5.10272 -9.95443
H 1.89084 -5.14314 -10.64039
H 0.96132 -3.62847 -10.64255
H 1.49863 -5.21618 -6.95677
H 3.13476 -5.25634 -7.63921
H 1.85384 -6.27415 -8.34674
C 1.70372 5.46039 8.71424
O 2.46882 5.54601 7.77070
N 0.77443 4.49074 8.88092
C -0.10685 4.45266 10.03436
C 0.65700 3.45531 7.87140
H 1.71115 6.19652 9.53523
H 0.04959 3.51529 10.57376
H -1.14232 4.50813 9.69497
H 0.09233 5.28711 10.70487
H 1.61093 2.93033 7.78436
H 0.42397 3.91697 6.91067
H -0.12779 2.74932 8.13962
C -2.14595 7.52331 10.94838
O -2.47615 6.35478 11.02641
N -1.99474 8.21774 9.79486
C -1.59752 9.61215 9.77906
C -2.23910 7.54203 8.53331
H -1.93634 8.12746 11.84647
H -2.37666 10.20241 9.29135
H -0.66358 9.71360 9.22136
H -1.44981 9.98508 10.79217
H -3.26735 7.17500 8.51461
H -1.56315 6.68854 8.44460
H -2.07843 8.22400 7.69979
C -6.48606 0.45803 -1.72857
O -7.40429 -0.15953 -1.22107
N -6.58221 1.68920 -2.28276
C -5.43992 2.36299 -2.86987
C -7.87240 2.35721 -2.28891
H -5.46552 0.04190 -1.77632
H -5.27006 3.30592 -2.34516
H -5.64514 2.56656 -3.92333
H -4.54387 1.74665 -2.79398
H -8.22046 2.47761 -1.26109
H -8.59391 1.74283 -2.83081
H -7.79258 3.33302 -2.76508
C -10.75824 -2.25021 -4.71718
O -11.65632 -2.22383 -5.53598
N -10.70008 -1.49474 -3.59420
C -9.59222 -1.57998 -2.65957
C -11.78298 -0.56933 -3.31741
H -9.88781 -2.91837 -4.83276
H -9.97324 -1.87716 -1.67973
H -9.11456 -0.60578 -2.58055
H -8.85661 -2.31183 -2.99327
H -12.72061 -1.12371 -3.24230
H -11.86624 0.14438 -4.13978
H -11.59742 -0.03554 -2.38624
C 6.82293 -4.47674 -3.18758
O 6.06192 -3.52409 -3.17943
N 8.09836 -4.44862 -3.63126
C 8.94957 -5.62259 -3.61232
C 8.63344 -3.19885 -4.14430
H 6.51425 -5.46901 -2.82027
H 9.82769 -5.41964 -2.99534
H 9.26809 -5.85180 -4.63159
H 8.41770 -6.48137 -3.20361
H 8.58429 -2.43792 -3.36269
H 8.02759 -2.86799 -4.99005
H 9.66623 -3.33023 -4.46285
```

The largest force on an atom is 3.5 eV/Å. The value obtained for the frontier orbital gap is 6.41 eV. As for the charge: +1.

These are the Mulliken partial charges, in e, on atoms 1 to 2: -0.788, -0.246

---

The following is a DFT calculation (wB97M-V/def2-TZVPD) of an isolated molecule of CH3NOSi.

```
7
Properties=species:S:1:pos:R:3
N -2.63349 0.65086 2.99834
C -1.76099 0.44681 2.28873
O -0.85051 0.31125 1.49774
Si 0.09823 0.09567 0.17685
H -0.56164 -0.71890 -1.02463
H 0.55339 1.40673 -0.34458
H 1.14791 -0.90619 0.52773
```

The largest force on an atom is 3.7 eV/Å. The value obtained for the frontier orbital gap is 11.42 eV. As for the charge: 0. Its relative energy (zero: lowest compared OMol25 entry of this formula, charge and spin) is 34.28 kcal per mole.

These are the Mulliken partial charges, in e, on atoms 1 to 2: -0.431, 0.564

---

The following is a DFT calculation (wB97M-V/def2-TZVPD) of a cluster of 2 separate species, C2H2N2P2 in total.

```
8
Properties=species:S:1:pos:R:3
C -1.08262 -1.36077 -0.19653
C -0.95145 1.79212 0.23453
N -1.61630 -2.06531 -0.91404
N -1.28266 2.81531 -0.14950
P 1.71153 -0.71107 0.25417
P -0.22001 -0.69752 1.18499
H 1.24343 -0.37972 -0.98230
H 2.19808 0.60696 0.56869
```

The largest force on an atom is 4.4 eV/Å. The value obtained for the frontier orbital gap is 7.47 eV. As for the charge: 0. Its relative energy (zero: lowest compared OMol25 entry of this formula, charge and spin) is 67.94 kcal per mole.

These are the Mulliken partial charges, in e, on atoms 1 to 2: 0.344, -0.127

---

The following is a DFT calculation (wB97M-V/def2-TZVPD) of a cluster of 2 separate species, C2H7N3O2 in total.

```
14
Properties=species:S:1:pos:R:3
N 1.97248 0.11577 -0.22082
C 1.32570 -1.02334 -0.66135
N 0.02751 -0.80780 -1.20972
O 1.83019 -2.11309 -0.56163
H 2.73004 -0.06646 0.41019
H 1.44503 0.94287 0.01590
H -0.10315 0.15282 -1.47824
H -0.16042 -1.43020 -1.98734
N -1.44534 0.04945 1.18810
C -1.62758 1.31570 0.69766
O -2.10622 2.24567 1.29741
H -1.44679 -0.00542 2.20165
H -0.97306 -0.71167 0.70357
H -1.46839 1.33570 -0.39538
```

The largest force on an atom is 1.7 eV/Å. The value obtained for the frontier orbital gap is 10.78 eV. As for the charge: 0. Its relative energy (zero: lowest compared OMol25 entry of this formula, charge and spin) is 3.87 kcal per mole.

These are the Mulliken partial charges, in e, on atoms 1 to 2: -0.434, 0.576